C30H44O30 | ωB97M-V with the def2-TZVPD basis set

Element x y z (Å)
C 0.471 -4.039 -2.059
C 0.564 -5.193 -2.964
O 1.100 -6.253 -2.169
C 0.918 -5.942 -0.903
O 1.008 -6.678 0.073
O 0.741 -4.654 -0.814
H -0.512 -3.575 -2.135
H 1.156 -3.277 -2.429
H 1.050 -4.983 -3.917
H -0.441 -5.556 -3.176
C 6.839 -2.319 -0.522
C 6.974 -1.872 -1.996
O 5.787 -2.211 -2.547
C 4.852 -2.679 -1.699
O 3.755 -3.182 -1.920
O 5.487 -2.832 -0.523
H 7.027 -1.499 0.172
H 7.556 -3.118 -0.330
H 7.740 -2.463 -2.498
H 7.054 -0.785 -1.972
C -3.831 -2.371 2.995
C -4.538 -3.619 3.580
O -5.469 -3.946 2.584
C -5.486 -3.003 1.610
O -6.351 -2.849 0.793
O -4.382 -2.248 1.696
H -2.767 -2.599 2.924
H -3.986 -1.556 3.701
H -4.977 -3.407 4.555
H -3.828 -4.443 3.648
C 1.684 -2.921 1.844
C 3.046 -3.099 1.201
O 3.732 -3.412 2.381
C 3.089 -2.936 3.465
O 3.508 -2.883 4.590
O 1.834 -2.474 3.156
H 1.357 -3.959 1.900
H 1.042 -2.294 1.224
H 3.487 -2.135 0.946
H 3.169 -3.922 0.497
C 4.868 3.223 2.016
C 3.536 2.552 2.379
O 3.849 1.271 1.932
C 4.816 1.292 0.977
O 5.151 0.350 0.324
O 5.400 2.487 0.918
H 5.525 3.178 2.886
H 4.793 4.280 1.761
H 2.650 2.863 1.826
H 3.419 2.489 3.461
C -1.344 3.813 0.502
C -1.326 5.260 0.016
O -0.637 5.903 0.980
C -0.154 5.083 1.923
O 0.263 5.436 3.064
O -0.425 3.841 1.576
H -0.928 3.247 -0.332
H -2.369 3.483 0.669
H -2.264 5.816 -0.009
H -0.883 5.459 -0.960
C 1.503 3.516 -2.980
C 2.888 2.931 -2.833
O 3.471 3.694 -1.870
C 2.495 4.267 -1.117
O 2.703 5.015 -0.140
O 1.333 3.968 -1.647
H 0.770 2.762 -3.265
H 1.522 4.287 -3.751
H 3.328 3.020 -3.826
H 3.077 1.885 -2.593
C -6.697 0.114 2.960
C -7.031 1.038 1.758
O -5.909 1.749 1.529
C -4.935 1.428 2.422
O -3.788 1.940 2.557
O -5.405 0.497 3.308
H -6.704 -0.864 2.480
H -7.416 0.088 3.779
H -7.776 1.762 2.089
H -7.425 0.413 0.957
C -5.319 0.216 -1.839
O -4.510 1.410 -1.821
C -3.534 1.601 -2.810
O -3.205 0.718 -3.643
O -2.976 2.828 -2.672
C -1.997 3.291 -3.541
H -5.480 -0.115 -2.865
H -6.310 0.423 -1.436
H -4.843 -0.509 -1.179
H -2.437 3.904 -4.328
H -1.442 2.519 -4.075
H -1.273 3.931 -3.036
C 2.105 -0.551 -1.576
O 0.954 -0.928 -0.833
C -0.105 -0.111 -0.751
O -0.208 0.895 -1.391
O -0.906 -0.680 0.100
C -2.070 0.031 0.517
H 2.453 -1.327 -2.258
H 2.899 -0.316 -0.867
H 1.988 0.293 -2.256
H -2.584 -0.362 1.394
H -2.767 0.129 -0.316
H -1.836 1.059 0.793

Output
M: 884.65 g/mol
Frontier orbital gap: 0.3857 hartree
Max |F|: 5.5 eV/Å
SMILES: COC(=O)OC.COC(=O)OC.O=C1OCCO1.O=C1OCCO1.O=C1OCCO1.O=C1OCCO1.O=C1OCCO1.O=C1OCCO1.O=C1OCCO1.O=C1OCCO1
ΔE to the lowest compared entry with this formula, charge and spin: 313.6 kJ/mol
LUMO level: 0.2 eV